Here is 11 unconnected molecules or ions with the total composition C19H35Cl4F3N6O21 at a distorted geometry from OMol25. Energies are from the ωB97M-V functional and the def2-TZVPD basis.

For the total energy, the calculation gives -4793.40984 Ha. As for the energy above the lowest of the compared OMol25 structures with the same formula, charge and spin: 0.00 kJ/mol. The value obtained for the orbital gap is 9.399 eV. As for the total charge: 0.

```
88
Properties=species:S:1:pos:R:3:forces:R:3:mulliken_charge:R:1
C 1.8652 -3.5255 2.9889 0.54 0.75 -0.98 -0.351
N 0.4323 -3.8484 3.0434 -0.10 0.47 -0.29 0.972
O -0.0106 -4.1515 4.1111 -0.39 -0.46 1.05 -0.543
O -0.2219 -3.7706 2.0220 0.00 0.04 -0.51 -0.538
H 2.0545 -2.9836 2.0679 -0.10 -0.20 -0.20 -0.210
H 2.4133 -4.4603 2.9411 0.11 0.03 0.42 0.328
H 2.1230 -2.8356 3.7849 -0.01 -0.51 0.45 0.317
C -5.9939 0.4498 0.2751 0.08 0.16 0.76 -0.587
N -5.7083 -0.7907 1.0621 -0.28 0.79 -0.90 0.958
O -6.1324 -1.8280 0.6451 -0.50 -1.16 -0.41 -0.557
O -5.0405 -0.6585 2.0504 0.74 0.17 1.02 -0.475
H -6.8049 0.2847 -0.4181 0.03 -0.18 -0.11 0.312
H -5.0567 0.7013 -0.2095 -0.03 0.05 -0.20 0.065
H -6.2329 1.1881 1.0382 -0.01 0.19 -0.21 0.281
C -3.2574 2.1242 2.2844 0.27 0.22 0.54 -0.131
N -4.1669 2.2857 3.4573 -0.26 0.35 -0.19 1.009
O -5.3626 2.3719 3.2409 0.40 -0.15 0.22 -0.571
O -3.6416 2.3866 4.5538 -0.24 -0.20 -0.31 -0.592
H -2.6386 3.0147 2.2856 0.04 0.09 -0.08 0.347
H -3.8428 2.0676 1.3821 -0.08 -0.16 -0.06 0.080
H -2.6353 1.2596 2.5056 -0.19 0.05 -0.25 -0.139
C 4.4858 -0.0895 0.6497 0.22 0.25 -0.05 -0.712
N 3.7135 -0.2944 1.8989 0.02 0.21 0.45 1.026
O 4.2631 -0.8629 2.8159 0.00 -0.07 -0.19 -0.607
O 2.5789 0.1548 1.9501 0.11 -0.01 -0.14 -0.489
H 5.3146 0.5854 0.8606 -0.03 -0.05 0.27 0.333
H 3.8244 0.3835 -0.0677 -0.06 -0.30 -0.15 0.060
H 4.8848 -1.0575 0.3728 -0.15 -0.04 -0.23 0.352
C 3.5893 3.5654 1.3908 0.80 0.93 -0.44 -0.898
N 2.4286 3.1863 0.5483 0.54 -0.81 0.57 0.926
O 1.3364 3.3411 1.0309 -0.45 0.22 -0.12 -0.501
O 2.6604 2.6532 -0.5224 -0.08 0.15 -0.20 -0.403
H 4.4195 3.8217 0.7349 -0.13 -0.13 -0.14 0.306
H 3.9073 2.7424 2.0203 -0.46 -0.17 0.11 0.272
H 3.3260 4.4560 1.9509 -0.19 -0.23 0.26 0.313
C -2.9586 -1.0485 -4.3399 0.67 0.09 -0.05 -0.416
N -4.3904 -0.6950 -4.3461 -0.74 0.09 0.13 0.957
O -4.9482 -0.7857 -5.4240 0.10 0.10 0.31 -0.559
O -4.9355 -0.3767 -3.3013 0.41 -0.05 -0.38 -0.500
H -2.9140 -2.0938 -4.6277 0.11 -0.02 -0.04 0.308
H -2.4856 -0.8680 -3.3813 -0.39 -0.10 0.16 -0.064
H -2.4626 -0.4268 -5.0810 -0.15 -0.12 -0.20 0.311
C -0.8115 3.1576 -1.3664 0.66 0.23 -0.74 0.233
C -0.7119 4.5331 -2.0250 -0.09 -0.38 0.64 0.413
O -1.8445 5.2185 -1.5389 -0.01 -0.31 0.12 -0.400
C -2.3188 4.5512 -0.4361 0.05 0.51 -0.56 0.502
O -3.1975 4.9541 0.2417 -0.20 -0.04 0.29 -0.504
O -1.6303 3.4167 -0.2406 -0.04 -0.45 0.19 0.001
F -0.7454 4.4519 -3.3758 0.02 0.19 0.08 -0.287
H 0.1854 2.8216 -1.0963 -0.16 -0.13 0.43 -0.350
H -1.2424 2.4103 -2.0321 -0.30 0.14 0.02 0.078
H 0.1766 5.0638 -1.6714 0.06 0.17 -0.56 0.275
C 2.3719 -2.9998 -3.0505 -0.78 -1.26 0.17 -0.339
C 2.4560 -4.4932 -2.7258 0.71 0.56 -0.84 0.097
O 2.6147 -4.4592 -1.3329 -0.15 -0.96 -0.36 -0.315
C 3.1882 -3.2974 -0.9925 -0.40 0.67 -0.47 0.387
O 3.5820 -3.0376 0.0885 0.50 0.15 0.98 -0.496
O 3.1790 -2.4275 -2.0228 0.06 -0.11 -0.35 0.055
F 3.5840 -5.0719 -3.2943 -0.52 0.24 0.39 -0.310
H 1.3194 -2.7566 -2.8728 0.15 0.44 -0.09 0.211
H 2.6528 -2.7555 -4.0652 0.49 0.25 0.10 0.358
H 1.5958 -5.0667 -3.0627 0.00 -0.13 0.45 0.349
C 4.7354 1.4029 -3.6515 -0.87 0.22 0.09 -0.341
C 3.6502 0.3295 -3.6460 -0.49 0.47 0.40 1.367
O 4.2590 -0.7615 -4.2454 -0.26 0.01 0.00 -0.278
C 5.4409 -0.3782 -4.8434 -0.96 0.48 0.98 0.511
O 6.1498 -1.1168 -5.3968 0.91 -0.91 -1.00 -0.469
O 5.6487 0.9245 -4.6214 0.37 0.58 0.01 -0.346
F 2.5435 0.7466 -4.3886 0.58 -0.24 -0.08 -0.332
H 5.2153 1.5487 -2.6828 0.12 -0.31 -0.04 0.230
H 4.2790 2.3523 -3.9310 0.25 -0.03 -0.31 0.334
H 3.2260 0.0824 -2.6730 0.31 -0.21 -0.03 -0.653
Cl -2.3067 -0.7838 3.8854 0.27 -0.33 -0.13 0.007
C -3.0941 -0.6814 5.4558 -0.67 0.57 1.16 -0.657
C -2.6226 -1.7144 6.4542 0.12 -0.24 -0.19 -0.568
Cl -2.9196 -3.3745 5.8490 0.27 0.11 0.07 -0.188
H -4.1778 -0.7179 5.3542 0.06 -0.25 -0.45 0.344
H -2.8877 0.3139 5.8533 0.16 -0.06 -0.06 0.301
H -3.1658 -1.6880 7.3948 -0.20 0.46 -0.09 0.412
H -1.5721 -1.5441 6.6872 0.09 -0.45 -0.20 0.299
Cl 0.7513 -0.4220 -1.6175 0.17 0.16 -0.30 -0.099
C 0.1876 -0.3881 0.0604 -0.93 0.30 0.56 0.697
C -1.2662 -0.8486 0.1449 0.38 -1.15 0.51 0.058
Cl -2.3101 0.0229 -0.9696 -0.46 0.24 -0.11 -0.180
H 0.2605 0.6310 0.4372 0.22 0.04 -0.16 -0.043
H 0.8553 -1.0233 0.6289 -0.14 -0.13 0.16 -0.415
H -1.7197 -0.7764 1.1348 0.40 0.49 0.09 -0.346
H -1.3419 -1.9214 -0.0463 0.04 0.13 -0.45 0.406
```
Forces are in eV/Å.

***

Here is a molecular structure, C19H35ClN2O8PS2 at a distorted geometry from OMol25. Energies are from the ωB97M-V functional and the def2-TZVPD basis.

For the total energy, the calculation gives -3054.45825 Ha. As for the energy above the lowest of the compared OMol25 structures with the same formula, charge and spin: 0.00 kJ/mol. The value obtained for the orbital gap is 7.846 eV. As for the total charge: -1.

```
68
Properties=species:S:1:pos:R:3:forces:R:3:mulliken_charge:R:1
C -5.5618 1.9079 0.0219 0.07 0.07 0.13 -1.414
C -4.4963 1.1465 0.8201 -0.21 0.11 0.02 -0.427
C -3.1376 1.2583 0.1277 -0.03 -0.04 -0.10 -1.334
C -1.9629 0.3464 0.6225 -0.23 0.28 0.07 1.330
C -2.2990 -0.0387 2.0715 0.20 -0.10 0.09 -2.378
C -1.8297 -0.9568 -0.2731 0.66 0.14 0.16 1.159
S -1.0886 -2.3454 0.7335 -0.12 -0.26 -0.19 -0.204
Cl -3.4569 -1.6849 -0.5364 -0.23 -0.02 -0.02 -0.218
C -1.1603 -0.7862 -1.7224 -0.26 -0.08 -0.36 1.298
C -2.1807 -0.4757 -2.8621 -0.08 0.15 0.03 -0.730
C -1.7024 0.3630 -4.0166 0.10 -0.09 -0.20 -0.637
N -1.6733 -0.0981 -5.1992 -0.16 0.03 0.09 -0.701
C -0.4387 -2.0735 -2.1164 0.34 0.04 -0.58 -2.508
N -0.0389 -2.0668 -3.5160 0.21 -0.11 0.20 -0.106
C 0.3996 -3.3760 -3.9830 0.06 0.10 -0.06 -0.998
O -0.0784 0.1800 -1.7347 -0.15 -0.27 0.32 -0.751
S -0.2199 1.6425 -1.0543 -0.19 0.37 0.13 1.734
O 1.1028 2.1669 -1.1745 0.13 -0.05 -0.01 -0.837
O -1.2953 2.3216 -1.7007 -0.13 -0.10 -0.28 -0.649
C -0.6103 1.1833 0.6335 0.03 -0.54 -0.28 1.943
C 0.6064 0.3875 1.1574 0.25 0.03 -0.11 -2.316
C 1.8717 1.2075 1.4486 0.12 -0.06 -0.24 -0.918
P 2.9414 0.4901 2.6851 -0.01 0.34 0.33 1.019
O 2.4213 0.3538 4.0481 -0.03 -0.09 -0.06 -0.872
O 4.2549 1.3926 2.6085 0.07 -0.21 -0.07 -0.354
C 5.1347 1.3332 1.4783 0.14 0.33 0.07 -0.158
C 5.5682 2.7385 1.1214 -0.10 -0.16 -0.11 -1.280
O 3.4830 -0.8899 2.0608 -0.10 -0.17 -0.10 -0.382
C 2.6800 -2.0702 2.2355 0.27 -0.11 -0.10 0.207
C 3.5109 -3.1515 2.8954 0.02 0.17 0.02 -1.455
C -0.7901 2.5028 1.5282 0.06 -0.02 -1.34 0.372
O -1.0340 3.5463 0.9228 -0.14 0.43 -0.37 -0.720
O -0.6199 2.2585 2.7019 0.12 -0.27 2.01 -0.662
H -5.3913 1.8268 -1.0522 -0.06 -0.08 -0.05 0.316
H -5.5449 2.9684 0.2746 0.05 0.06 -0.09 0.312
H -6.5646 1.5403 0.2403 -0.04 -0.02 0.01 0.399
H -4.8194 0.1167 0.9598 0.07 -0.07 -0.07 0.444
H -4.4456 1.5965 1.8119 0.02 -0.10 0.07 0.321
H -3.3050 1.1136 -0.9316 0.04 -0.06 -0.16 -0.269
H -2.8201 2.2940 0.2100 0.10 0.09 0.03 0.587
H -1.4559 -0.4478 2.6127 0.03 -0.01 0.01 0.222
H -3.0892 -0.7896 2.0886 -0.09 0.09 -0.01 0.526
H -2.6028 0.8477 2.6147 -0.09 0.03 0.02 0.597
H 0.2068 -2.1353 0.5010 0.02 0.08 0.07 -0.086
H -2.5274 -1.4101 -3.2960 0.01 -0.12 0.13 0.440
H -3.0486 0.0390 -2.4636 -0.09 0.10 0.07 0.640
H -1.4741 1.4013 -3.8061 0.13 0.14 0.20 0.543
H -1.4009 0.6448 -5.8412 0.00 0.03 -0.03 0.284
H -1.1035 -2.9205 -1.9642 -0.04 -0.04 0.15 0.620
H 0.4489 -2.1693 -1.4848 -0.09 -0.22 0.19 0.779
H 0.7101 -1.4008 -3.6414 -0.07 0.14 -0.01 0.247
H 0.6884 -4.0433 -3.1631 0.00 -0.06 0.03 0.326
H 1.2719 -3.2745 -4.6286 -0.01 0.04 -0.06 0.334
H -0.3805 -3.8578 -4.5745 -0.09 -0.10 0.08 0.269
H 0.8775 -0.3693 0.4191 0.11 0.07 0.02 0.697
H 0.3233 -0.1489 2.0562 -0.22 0.17 0.09 0.283
H 1.6701 2.2321 1.7563 -0.17 -0.02 0.15 0.495
H 2.4818 1.2660 0.5473 -0.04 0.13 -0.09 0.508
H 5.9960 0.7279 1.7613 -0.01 -0.12 -0.02 0.351
H 4.6495 0.8682 0.6212 -0.06 -0.12 0.02 0.328
H 6.0473 3.2206 1.9704 0.03 0.05 0.02 0.299
H 4.7086 3.3295 0.8095 -0.03 0.06 0.04 0.291
H 6.2667 2.6892 0.2853 0.08 0.07 0.01 0.384
H 1.7995 -1.8502 2.8363 -0.04 0.09 0.04 0.326
H 2.3744 -2.3842 1.2359 -0.15 -0.03 0.00 0.078
H 4.0419 -2.7231 3.7437 -0.03 -0.02 0.08 0.342
H 4.2436 -3.5588 2.2005 0.04 -0.04 -0.01 0.337
H 2.8678 -3.9523 3.2574 0.00 -0.10 -0.05 0.376
```
Forces are in eV/Å.

***

The highest total charge belongs to which entry? C19H35Cl4F3N6O21